Record 1
Molecular formula: C3H4CeO3
Method: DFT, wB97M-V/def2-TZVPD

Properties
multiplicity = 3
charge = 0
HOMO energy (alpha / beta) = -6.138 / -6.749 eV
relative energy (zero: lowest compared OMol25 entry of this formula, charge and spin) = 430.7 kJ/mol
HOMO-LUMO gap (alpha / beta) = 5.6 / 5.8 eV

CARTESIAN COORDINATES (ANGSTROEM)
H (-1.546862, 2.335973, 2.097077)
O (-2.245093, -0.121585, -2.125298)
O (-1.432318, 0.317679, 1.756057)
C (-1.040105, 1.516505, 1.550969)
C (-1.407727, 2.150751, -0.783273)
O (-0.741291, 1.751898, -1.976651)
C (-1.345153, 0.546341, -1.455311)
H (0.048566, 1.601465, 1.354283)
H (-0.977410, 3.126270, -0.513990)
H (-2.490524, 2.358870, -0.774237)
Ce (-1.421742, -1.476290, 0.072844)

Cartesian forces, eV/Å:
0.07 -0.19 -0.66
1.58 1.18 2.19
-0.49 -0.99 -0.87
1.09 -0.41 -0.86
-0.58 2.93 2.36
-1.98 -2.69 0.58
0.99 -2.40 -1.32
-0.64 0.55 -0.01
0.26 -0.37 0.49
0.07 -0.25 -0.95
-0.36 2.65 -0.95

Atom charges from the Löwdin analysis, given in e for atoms 1 to 4:
1. H 0.10
2. O -0.19
3. O -0.38
4. C -0.16

***

Record 2
Molecular formula: C43H108CdF12N3O24S4
Method: DFT, wB97M-V/def2-TZVPD

Properties
multiplicity = 2
charge = 0
HOMO energy (alpha / beta) = -10.169 / -10.171 eV
HOMO-LUMO gap (alpha / beta) = 9.9 / 7.4 eV

CARTESIAN COORDINATES (ANGSTROEM)
Cd (-13.145786, 1.639959, -15.011942)
C (-9.564674, -2.244383, -15.032493)
C (-9.366910, -0.695705, -14.767329)
C (-7.829076, -0.516992, -15.121152)
C (-7.569635, -0.315450, -16.587872)
C (-8.439646, 0.767280, -17.160638)
C (-10.011247, 0.462179, -16.940052)
N (-10.266597, 0.230998, -15.478578)
O (-11.660020, 0.050026, -15.125725)
C (-10.426400, -0.724503, -17.888576)
C (-10.733207, 1.796572, -17.368963)
C (-9.467730, -0.344078, -13.252228)
H (-9.576343, -2.849436, -14.125919)
H (-8.879419, -2.748502, -15.713959)
H (-10.553913, -2.446417, -15.443228)
H (-7.262713, -1.396668, -14.815374)
H (-7.436672, 0.306753, -14.524869)
H (-7.705927, -1.243357, -17.143310)
H (-6.506066, -0.105390, -16.701094)
H (-8.270009, 0.860092, -18.233349)
H (-8.104335, 1.689016, -16.685155)
H (-10.044057, -1.652098, -17.462565)
H (-9.994404, -0.546060, -18.873283)
H (-11.514960, -0.779353, -17.899129)
H (-10.378260, 2.554850, -16.671010)
H (-11.816103, 1.822978, -17.247509)
H (-10.371999, 2.118804, -18.345576)
H (-9.376792, 0.725948, -13.065456)
H (-8.685204, -0.801892, -12.647114)
H (-10.436846, -0.598644, -12.823158)
C (-9.766784, 4.032068, -14.196833)
F (-9.197551, 4.882117, -13.348473)
F (-9.711207, 4.577323, -15.384846)
F (-9.066038, 2.870097, -14.225338)
S (-11.653141, 3.773776, -13.678895)
O (-11.741590, 2.466184, -13.065276)
O (-12.076235, 4.881805, -12.805122)
N (-12.494814, 3.493112, -15.204397)
S (-12.857081, 5.007603, -15.534999)
O (-14.129439, 5.489838, -14.970111)
O (-11.767437, 6.017310, -15.412027)
C (-13.127906, 4.872677, -17.467801)
F (-12.175127, 4.179648, -18.072421)
F (-14.318568, 4.316996, -17.637063)
F (-13.218005, 6.092644, -18.001851)
C (-13.918131, 0.121881, -11.468536)
F (-14.575944, -0.977741, -11.912931)
F (-13.897932, 0.055921, -10.098385)
F (-12.680018, 0.162984, -11.973826)
S (-14.868962, 1.706309, -11.959517)
O (-16.232370, 1.498682, -11.490539)
O (-14.121649, 2.835846, -11.408063)
N (-14.670470, 1.716000, -13.773865)
S (-15.988484, 2.550794, -14.132110)
O (-16.509275, 3.577942, -13.267145)
O (-15.840366, 3.111438, -15.445859)
C (-17.458590, 1.224398, -14.276250)
F (-17.589544, 1.030776, -15.593968)
F (-17.217779, 0.091888, -13.596999)
F (-18.585446, 1.743546, -13.780876)
C (-14.721542, -2.644345, -20.043662)
C (-13.336433, -2.181282, -20.422106)
O (-13.471925, -1.483448, -21.646020)
H (-15.298822, -1.794832, -19.678745)
H (-14.632864, -3.390185, -19.253750)
H (-15.286304, -3.081070, -20.867327)
H (-12.638194, -3.009879, -20.540308)
H (-12.983140, -1.415089, -19.731994)
H (-13.608505, -2.165470, -22.307677)
C (-7.337049, 0.316527, -10.135578)
C (-6.560369, 0.857233, -11.309453)
O (-5.320536, 1.383438, -10.938154)
H (-7.490467, 1.128717, -9.425010)
H (-6.824130, -0.525429, -9.670696)
H (-8.341202, -0.019366, -10.394309)
H (-7.127114, 1.604020, -11.865524)
H (-6.428006, -0.001274, -11.967895)
H (-4.596403, 0.839753, -11.256966)
C (-8.255822, -2.298873, -20.173242)
C (-9.296037, -2.219232, -21.288510)
O (-9.269054, -3.520046, -21.938753)
H (-8.005921, -1.360345, -19.678440)
H (-7.319577, -2.695469, -20.565989)
H (-8.585909, -2.989104, -19.396895)
H (-8.954518, -1.448751, -21.979755)
H (-10.271016, -1.897138, -20.922768)
H (-9.854080, -3.483626, -22.699028)
C (-7.081189, -3.936357, -11.889179)
C (-6.431435, -3.719990, -10.551006)
O (-7.434507, -3.341338, -9.666216)
H (-6.321208, -4.274842, -12.593420)
H (-7.607280, -3.063261, -12.275249)
H (-7.727322, -4.810522, -11.808864)
H (-5.643778, -2.983356, -10.709320)
H (-6.006185, -4.657557, -10.192901)
H (-7.042538, -3.005237, -8.856892)
C (-7.236879, -5.244587, -15.526761)
C (-8.423804, -5.992830, -14.956356)
O (-8.701192, -7.168229, -15.665043)
H (-6.356463, -5.883595, -15.594856)
H (-6.955472, -4.324696, -15.014208)
H (-7.452925, -4.975471, -16.560682)
H (-9.290102, -5.331290, -14.955678)
H (-8.220197, -6.202382, -13.906257)
H (-7.983814, -7.793564, -15.538863)
C (-13.610170, -2.788413, -16.225681)
C (-14.812034, -2.325708, -15.394561)
O (-15.675297, -1.516140, -16.224064)
H (-13.944957, -3.478964, -16.999732)
H (-12.911700, -3.342525, -15.598631)
H (-13.153832, -1.893155, -16.648025)
H (-14.510090, -1.724791, -14.536766)
H (-15.370544, -3.183267, -15.019397)
H (-16.433849, -2.001017, -16.557370)
C (-3.895064, -3.126809, -13.964562)
C (-3.600909, -1.931609, -14.866641)
O (-2.590516, -1.158153, -14.350360)
H (-4.115903, -2.838576, -12.936824)
H (-3.058051, -3.824699, -13.943205)
H (-4.773259, -3.656133, -14.334277)
H (-4.476123, -1.308502, -15.050536)
H (-3.286881, -2.274517, -15.852493)
H (-2.331327, -0.437463, -14.929185)
C (-7.806155, 4.081827, -19.241916)
C (-8.644770, 4.403401, -20.498664)
O (-8.257954, 3.568225, -21.537941)
H (-8.044538, 3.089713, -18.858537)
H (-7.908707, 4.834444, -18.460148)
H (-6.745667, 3.946702, -19.454490)
H (-8.413103, 5.418660, -20.820658)
H (-9.711299, 4.348619, -20.280419)
H (-8.716226, 3.791517, -22.351410)
C (-11.816055, -3.408492, -11.575986)
C (-10.586514, -2.833211, -10.944282)
O (-10.197614, -3.727502, -9.906039)
H (-11.716100, -4.430077, -11.942706)
H (-12.070906, -2.781089, -12.430097)
H (-12.698772, -3.452177, -10.938008)
H (-10.726596, -1.857502, -10.479017)
H (-9.780574, -2.771278, -11.675535)
H (-9.268563, -3.535752, -9.758732)
C (-4.909936, -4.216545, -19.262440)
C (-4.786840, -2.854259, -18.656792)
O (-3.950219, -2.103507, -19.467379)
H (-3.934744, -4.688611, -19.381870)
H (-5.343439, -4.120892, -20.257929)
H (-5.570325, -4.849076, -18.669232)
H (-4.306687, -2.856287, -17.678247)
H (-5.675698, -2.240397, -18.511169)
H (-3.054325, -2.088847, -19.122767)
C (-4.914249, 1.317205, -20.986183)
C (-6.252486, 0.653919, -21.024810)
O (-6.901396, 1.109335, -22.217461)
H (-4.316795, 1.186079, -21.888373)
H (-4.296427, 1.026544, -20.136525)
H (-5.049497, 2.398536, -20.963366)
H (-6.845886, 0.848310, -20.131395)
H (-6.059436, -0.418835, -21.018560)
H (-7.216634, 2.000333, -22.049052)
C (-15.798726, 0.950911, -18.227213)
C (-14.324291, 0.938168, -17.893015)
O (-14.254969, 0.778538, -16.491517)
H (-16.402039, 0.131318, -17.836862)
H (-15.907884, 0.967317, -19.311614)
H (-16.234284, 1.896475, -17.904246)
H (-13.784460, 1.844849, -18.166179)
H (-13.847903, 0.094603, -18.392565)
H (-14.715572, -0.046975, -16.324308)
C (-11.002897, 0.976712, -21.984390)
C (-12.008703, 1.470704, -20.928167)
O (-13.372062, 1.302943, -21.354414)
H (-10.002155, 1.112150, -21.574189)
H (-11.049662, 1.511058, -22.933278)
H (-11.118564, -0.067244, -22.275744)
H (-11.851280, 2.520698, -20.681523)
H (-11.915853, 0.864774, -20.026882)
H (-13.453395, 0.386574, -21.628732)
C (-11.549420, -4.436718, -18.412351)
C (-10.583911, -4.978535, -17.388953)
O (-10.145288, -6.338490, -17.743177)
H (-11.051771, -4.438146, -19.382113)
H (-11.743834, -3.382079, -18.217307)
H (-12.526614, -4.912979, -18.492126)
H (-11.104550, -5.000680, -16.431596)
H (-9.686658, -4.376261, -17.246429)
H (-9.713084, -6.670057, -16.952696)
C (-6.536471, 4.142805, -16.235672)
C (-6.076398, 3.790093, -14.851081)
O (-6.026220, 4.985332, -14.101554)
H (-6.044543, 5.054119, -16.575698)
H (-7.606009, 4.347307, -16.284383)
H (-6.260338, 3.306748, -16.878208)
H (-5.144816, 3.225027, -14.819953)
H (-6.734639, 3.111394, -14.308691)
H (-5.599521, 4.733854, -13.279193)

Cartesian forces, eV/Å:
1.80 -1.93 -0.51
-1.79 0.16 -0.08
2.19 -1.17 1.73
-0.89 0.71 0.06
0.35 -0.54 -0.28
-0.99 -0.44 0.53
0.69 1.82 -1.28
-4.00 -2.13 -0.59
5.59 0.16 -1.15
0.16 0.60 1.75
1.00 -0.56 1.28
-0.66 0.04 -0.08
0.30 0.43 0.41
0.34 0.60 -0.10
-0.23 0.15 -0.08
-0.38 -0.15 0.40
0.05 0.32 -0.15
-0.20 -0.26 0.01
0.09 0.31 -0.21
-0.21 0.08 -0.05
-0.55 0.36 0.00
0.02 -0.10 -0.36
-0.22 -0.01 0.07
0.00 0.00 -0.26
0.07 0.14 -0.04
0.16 -0.45 -0.63
-0.42 -0.24 -0.15
0.08 0.12 -0.41
0.02 -0.36 -0.32
0.01 -0.28 -0.13
-0.16 0.69 0.40
-0.39 -0.81 0.12
0.15 -0.39 -0.66
-0.93 0.56 0.28
-0.42 0.47 2.53
0.80 -0.23 -0.58
1.20 -2.10 -2.69
3.45 4.38 2.45
-2.47 6.08 -1.98
2.23 -1.71 -1.23
-1.45 -2.79 -0.31
-0.97 1.09 1.70
0.12 -0.16 -0.21
0.04 -0.80 -0.32
0.63 -0.27 0.28
-0.79 -0.10 0.71
0.78 0.93 0.16
0.27 0.22 -2.04
-0.74 -0.36 0.49
0.80 1.52 1.44
1.90 -0.39 -1.06
-0.94 -2.24 -1.07
-3.97 -0.21 6.22
-3.26 2.47 -2.08
0.79 -1.43 1.05
0.75 -1.46 -0.99
0.88 1.35 0.76
-0.26 -0.68 0.58
0.03 0.16 -1.04
0.53 -0.16 -0.49
-0.03 -0.25 0.96
-0.82 0.30 -0.36
0.59 0.08 -0.85
-0.07 -0.03 0.06
-0.29 -0.05 0.15
0.28 -0.09 -0.14
0.19 0.08 0.24
0.29 -0.38 0.26
-0.12 0.22 -0.39
-0.38 0.58 0.52
-0.50 -1.20 -0.55
0.67 0.55 0.33
0.16 -0.15 0.32
0.10 0.15 0.09
0.01 -0.07 -0.32
-0.08 0.18 0.08
0.17 0.00 -0.53
-0.13 -0.04 -0.01
-0.11 -0.45 0.19
1.39 -0.20 -0.19
-0.44 0.90 0.67
-0.28 0.24 -0.23
-0.06 0.00 -0.17
-0.07 -0.15 0.09
-0.08 0.05 -0.28
-0.29 -0.42 0.07
-0.04 0.00 -0.11
0.27 -1.18 -0.30
0.27 -0.43 -0.98
-0.44 0.88 0.85
0.13 0.33 -0.19
0.03 -0.03 0.09
-0.57 0.27 -0.03
0.13 0.29 0.57
0.40 -0.06 -0.15
-0.07 0.00 0.18
0.21 -0.01 -0.92
0.78 0.99 1.04
-0.26 -0.32 0.10
0.12 -0.09 0.25
-0.22 -0.09 0.31
-0.08 0.10 -0.17
-0.24 -0.31 -0.24
-0.10 -0.22 0.19
0.04 -0.08 -0.07
-0.73 0.04 0.59
-0.12 -0.54 -0.60
0.46 0.08 0.43
0.04 0.21 -0.15
0.20 0.18 0.05
0.30 -0.18 -0.16
-0.02 0.13 -0.04
-0.01 0.03 0.12
0.06 -0.10 0.10
-0.06 0.25 -0.17
-0.64 -0.59 -0.89
1.42 0.78 1.46
0.08 0.24 0.00
0.04 0.08 -0.04
0.02 -0.06 -0.13
-0.55 -0.09 0.19
-0.13 -0.44 -0.23
-0.18 -0.10 -0.15
-0.16 -0.51 -0.60
0.83 1.13 1.19
0.31 -1.38 -0.80
-0.55 0.06 0.25
-0.19 -0.10 -0.15
0.11 0.55 -0.42
-0.18 0.36 0.29
-0.15 -0.15 0.04
-0.13 0.10 0.01
-0.87 0.35 -0.71
0.11 -1.06 0.92
0.00 0.02 -0.17
0.57 0.00 0.01
-0.25 0.05 -0.21
0.17 0.31 0.33
-0.32 0.35 -0.38
0.04 0.15 -0.20
0.36 -0.23 0.37
-0.94 -0.33 0.01
0.73 0.23 1.03
1.03 1.52 -1.32
0.00 0.05 0.20
-0.03 -0.06 -0.03
0.03 -0.22 -0.01
-0.27 -0.56 0.44
-0.59 -0.55 -0.27
-0.07 -0.08 -0.07
0.87 1.07 0.41
0.52 0.07 -0.77
-0.23 -1.22 0.32
-0.25 -0.56 -0.10
-0.05 -0.07 0.13
-0.05 0.22 0.32
-0.16 0.32 0.16
-0.52 -0.18 -0.58
-0.15 0.30 0.22
-0.24 1.20 -1.32
-0.88 -0.35 -0.58
0.09 -0.77 -0.86
0.46 -0.01 0.13
-0.01 -0.17 -0.18
-0.05 -0.10 0.33
-0.31 0.02 -0.07
0.29 -0.12 0.02
-0.71 -0.58 0.37
0.06 0.37 0.26
-0.69 -1.03 -1.02
0.50 0.89 0.18
0.25 -0.08 -0.11
-0.16 0.40 0.16
-0.22 -0.11 0.44
-0.08 -0.01 -0.04
0.47 0.08 0.36
-0.14 -0.37 -0.12
0.72 0.70 -0.66
-0.18 -1.85 0.01
-1.10 1.92 -0.18
-0.12 -0.24 -0.24
0.00 0.13 0.24
0.26 -0.42 0.21
0.00 -0.13 0.34
-0.02 0.44 -0.32
0.28 -0.49 0.03
0.09 -0.36 -0.04
-0.41 -0.14 0.63
0.53 0.06 0.28
0.25 -0.13 -0.01
0.10 -0.23 0.06
-0.24 0.13 -0.39
0.61 0.41 -0.40
-0.57 -0.25 -0.37
-0.03 0.41 0.34

Atom charges from the Löwdin analysis, given in e for atoms 1 to 4:
1. Cd 1.38
2. C -0.01
3. C -0.39
4. C -0.13

***

Record 3
Molecular formula: C5H10N2O
Method: DFT, wB97M-V/def2-TZVPD

Properties
multiplicity = 1
charge = 0
HOMO energy = -8.605 eV
relative energy (zero: lowest compared OMol25 entry of this formula, charge and spin) = 328.8 kJ/mol
HOMO-LUMO gap = 9.2 eV

CARTESIAN COORDINATES (ANGSTROEM)
H (2.845333, -0.321788, -0.958842)
N (1.965402, -0.815421, -1.037379)
C (1.066553, -0.415479, -0.217864)
C (1.060354, 0.627756, 0.785041)
C (-0.083192, 1.365393, 0.852228)
C (-0.878404, 1.932920, -0.279007)
N (-0.256306, -0.861145, -0.404262)
C (-0.876499, -1.679839, 0.622615)
O (-0.463166, -1.465718, -1.670026)
H (1.798902, 0.612303, 1.572691)
H (-0.258070, 1.898113, 1.786895)
H (-0.623162, 2.989400, -0.405713)
H (-1.943198, 1.893557, -0.035954)
H (-0.686173, 1.404581, -1.209099)
H (-0.422226, -2.666271, 0.659395)
H (-0.761061, -1.170456, 1.582344)
H (-1.933533, -1.781044, 0.380060)
H (0.448445, -1.546861, -2.023124)

Cartesian forces, eV/Å:
-0.03 0.11 0.16
-0.36 -0.12 0.10
0.15 -0.02 -1.51
-1.58 0.04 0.80
1.92 1.32 0.58
-0.49 -0.76 0.02
0.07 -0.25 -0.75
-0.07 0.25 0.05
0.40 -0.19 0.34
-0.11 -0.03 0.25
0.21 0.15 0.01
0.10 -0.07 0.17
-0.03 -0.01 -0.22
-0.14 0.08 -0.05
0.08 -0.25 0.05
-0.07 -0.17 -0.15
0.03 0.01 0.07
-0.08 -0.08 0.09

Atom charges from the Löwdin analysis, given in e for atoms 1 to 4:
1. H 0.06
2. N 0.14
3. C -0.43
4. C -0.05

***

Record 4
Molecular formula: C7H13NO
Method: DFT, wB97M-V/def2-TZVPD

Properties
multiplicity = 1
charge = 0
HOMO energy (alpha / beta) = -6.713 / -7.807 eV
relative energy (zero: lowest compared OMol25 entry of this formula, charge and spin) = 564.9 kJ/mol
HOMO-LUMO gap (alpha / beta) = 7.0 / 8.6 eV

CARTESIAN COORDINATES (ANGSTROEM)
C (-2.128363, -0.428915, -0.208176)
C (-2.485930, -0.919046, 1.157144)
C (-2.690956, 0.879676, -0.657331)
C (3.044936, 1.334971, -0.311598)
N (0.059404, 0.064693, 0.187052)
C (0.305533, -0.289430, -0.973660)
C (2.484313, 0.002017, -0.000449)
C (3.084475, -1.071672, 0.466848)
O (0.289534, -0.411175, -2.132538)
H (0.224777, -0.483516, 1.014265)
H (-2.101700, -1.203857, -0.970751)
H (-2.321131, -0.143777, 1.910370)
H (-3.784369, 0.818344, -0.774343)
H (-3.547383, -1.206333, 1.205084)
H (-1.913011, -1.807173, 1.436618)
H (-2.490442, 1.671034, 0.069148)
H (-2.281610, 1.189596, -1.620145)
H (2.819267, 1.616229, -1.344304)
H (4.137592, 1.362992, -0.182202)
H (2.598698, 2.104403, 0.324642)
H (4.143415, -1.077555, 0.743652)
H (2.552950, -2.001503, 0.660676)

Cartesian forces, eV/Å:
-1.37 -0.24 0.09
-0.04 0.02 -0.06
0.03 -0.01 0.04
-0.18 0.24 -0.11
-0.42 -0.14 -1.04
0.59 0.57 0.64
1.26 -0.21 -0.23
-0.33 -0.12 0.27
0.08 -0.07 0.61
0.19 -0.13 -0.16
0.19 0.03 -0.01
-0.03 -0.03 0.03
0.07 0.02 0.00
0.07 0.06 0.07
0.00 0.02 0.02
0.01 -0.02 0.00
0.00 0.00 0.01
0.05 -0.01 0.03
-0.17 -0.08 0.03
0.04 -0.04 -0.01
-0.08 0.09 -0.11
0.03 0.03 -0.09

Atom charges from the Löwdin analysis, given in e for atoms 1 to 4:
1. C -0.28
2. C -0.14
3. C -0.13
4. C -0.12

***

Listing max |F| for the structures above in their given order: 0.074 0.144 0.047 0.027 Eh/bohr.